1.
The following is a quantum chemistry calculation of a molecular structure, C2H10CsO8P in a non-equilibrium geometry, from OMol25.

```
22
C2H10CsO8P ωB97M-V/def2-TZVPD
Cs -1.02 -1.80 -1.25
P -0.88 1.70 -0.12
O -2.32 1.10 -0.40
O 0.13 0.48 0.21
O -0.92 2.57 1.15
O -0.35 2.43 -1.40
O -3.94 -1.67 -2.64
H -4.00 -1.98 -3.55
H -3.34 -0.90 -2.68
O -2.22 0.56 -2.88
H -2.19 0.85 -1.89
H -1.69 1.22 -3.34
C 3.08 -0.12 1.91
C 2.01 -1.11 2.34
O 1.25 -1.58 1.23
O 2.61 1.16 1.68
H 3.61 -0.59 1.07
H 3.82 -0.07 2.73
H 1.33 -0.66 3.07
H 2.51 -1.96 2.82
H 0.74 -0.79 0.83
H 1.78 1.14 1.10
```

relative energy (zero: lowest compared OMol25 entry of this formula, charge and spin): 0.1338 eV
gap between HOMO and LUMO: 2.71 eV
F_max: 0.03486 hartree/bohr
net charge: -2

---

2.
The following is a quantum chemistry calculation of 2 unconnected molecules or ions with the total composition C7H12NO3 in a non-equilibrium geometry, from OMol25.

```
23
C7H12NO3 ωB97M-V/def2-TZVPD
C -0.15 2.44 -0.02
C 0.13 0.97 -0.06
C 3.00 -0.98 -0.40
C -0.76 -1.48 1.55
C -1.52 0.18 -1.82
C -1.62 -0.63 0.61
C -0.68 -0.15 -0.61
N 3.88 -0.48 0.18
O 0.78 3.08 0.40
O 2.06 -1.32 -0.99
O 1.10 0.66 0.68
H -1.08 2.73 -0.40
H -1.43 -2.12 2.27
H 0.10 -1.05 2.03
H -0.18 -2.31 1.03
H -0.87 0.96 -2.47
H -1.85 -0.65 -2.35
H -2.51 0.75 -1.73
H -2.42 -1.22 0.20
H -2.09 0.28 1.00
H -0.13 -0.97 -0.93
H 4.66 -0.13 0.79
H 1.59 1.44 1.04
```

relative energy (zero: lowest compared OMol25 entry of this formula, charge and spin): 2.3410 eV
gap between HOMO and LUMO: 7.85 eV
F_max: 0.10400 hartree/bohr
net charge: +1

---

3.
The following is a quantum chemistry calculation of C21H20N2O6S in the gas phase in a non-equilibrium geometry, from OMol25.

```
50
C21H20N2O6S ωB97M-V/def2-TZVPD
C -4.28 -1.67 1.63
N -3.92 -1.09 0.36
C -2.68 -1.38 -0.21
C -2.47 -1.05 -1.55
C -1.23 -1.25 -2.14
C -0.19 -1.81 -1.41
C -0.40 -2.17 -0.10
C -1.63 -1.96 0.50
S -4.54 0.44 0.02
O -5.38 0.81 1.12
O -5.10 0.47 -1.29
C -3.03 1.43 0.02
C -2.62 2.06 -1.14
C -1.37 2.66 -1.18
C -0.54 2.60 -0.06
C 0.83 3.15 -0.18
O 1.20 3.88 -1.06
O 1.63 2.71 0.81
C 2.99 3.09 0.77
C 3.92 2.02 0.20
O 5.12 2.16 0.24
N 3.30 0.97 -0.37
C 4.03 -0.14 -0.95
C 3.73 -1.42 -0.24
C 3.91 -1.81 1.05
C 3.41 -3.14 1.14
C 2.96 -3.45 -0.11
O 3.15 -2.42 -0.95
C -0.99 2.00 1.12
C -2.24 1.42 1.15
H -3.63 -1.35 2.45
H -4.25 -2.76 1.55
H -5.30 -1.35 1.85
H -3.28 -0.63 -2.12
H -1.09 -0.99 -3.18
H 0.77 -1.97 -1.87
H 0.39 -2.62 0.48
H -1.77 -2.26 1.53
H -3.27 2.06 -2.00
H -1.01 3.15 -2.07
H 3.11 4.00 0.17
H 3.30 3.30 1.80
H 2.30 0.89 -0.30
H 5.09 0.12 -0.85
H 3.77 -0.25 -2.00
H 4.35 -1.23 1.83
H 3.39 -3.76 2.01
H 2.51 -4.34 -0.51
H -0.35 1.98 1.99
H -2.62 0.95 2.05
```

relative energy (zero: lowest compared OMol25 entry of this formula, charge and spin): 2.3228 eV
SMILES string: CN(c1ccccc1)S(=O)(=O)c1ccc(C(=O)OCC(=O)NCc2ccco2)cc1
gap between HOMO and LUMO: 8.38 eV
F_max: 0.02106 hartree/bohr

---

4.
The following is a quantum chemistry calculation of C4H11N5O5 in the gas phase in a non-equilibrium geometry, from OMol25.

```
25
C4H11N5O5 ωB97M-V/def2-TZVPD
C -2.76 1.12 -0.99
O -1.68 0.89 -0.02
N -1.15 -0.42 -0.11
C -1.41 -1.24 1.22
O -0.68 -0.94 2.34
C 0.25 -0.24 -0.48
N 0.32 0.42 -1.77
N 1.05 0.38 0.53
C 2.30 0.81 0.21
N 2.94 1.57 1.09
O 2.89 0.47 -0.82
N 0.80 -1.75 -0.57
O 1.12 -2.09 -1.67
O 0.85 -2.39 0.46
H -2.71 2.22 -0.87
H -3.58 0.53 -0.60
H -2.47 0.65 -1.92
H -2.45 -1.13 1.42
H -1.43 -2.27 0.70
H 0.11 -1.47 2.45
H 1.23 0.18 -2.20
H -0.54 0.23 -2.36
H 0.60 1.01 1.21
H 2.55 1.81 1.97
H 3.85 1.69 0.79
```

relative energy (zero: lowest compared OMol25 entry of this formula, charge and spin): 0.0000 eV
SMILES string: CON(CO)[C@@](N)(NC(N)=O)[N+](=O)[O-]
gap between HOMO and LUMO: 10.26 eV
F_max: 0.07187 hartree/bohr

---

> F_max of number 1 (C2H10CsO8P)?

0.03486 hartree/bohr

---

> Which of these has the lowest relative energy (zero: lowest compared OMol25 entry of this formula, charge and spin)?

C4H11N5O5